No. 1
The following is a quantum chemistry calculation of an isolated molecule of C26H30FN7O2, from OMol25.

## Properties
- Energy relative to the best compared isomer or geometry (same formula, charge and spin): 4.4 kJ/mol
- Lowest unoccupied orbital energy: 0.2 eV
- Highest occupied orbital energy: -7.728 eV
- Total energy: -1642.38812 Eh

Cartesian coordinates (Å):
1 C 1.32 6.98 -3.24
2 H 0.48 6.37 -3.53
3 H 2.14 6.80 -3.93
4 H 1.04 8.03 -3.31
5 C 1.75 6.64 -1.80
6 C 2.14 5.20 -1.70
7 C 1.23 4.23 -1.34
8 C 1.58 2.88 -1.29
9 C 2.90 2.51 -1.63
10 C 3.82 3.48 -2.00
11 C 3.45 4.80 -2.03
12 H 4.17 5.56 -2.32
13 H 4.83 3.19 -2.25
14 N 3.23 1.18 -1.58
15 C 2.39 0.15 -1.23
16 O 2.81 -1.00 -1.22
17 C 1.03 0.55 -0.89
18 C 0.66 1.85 -0.92
19 H -0.35 2.14 -0.69
20 C 0.13 -0.57 -0.44
21 C -1.29 -0.43 -0.86
22 N -1.93 0.62 -1.34
23 N -3.19 0.25 -1.52
24 N -3.37 -0.96 -1.17
25 N -2.20 -1.43 -0.74
26 C -2.04 -2.78 -0.28
27 C -1.61 -3.71 -1.42
28 O -0.27 -3.41 -1.74
29 C 0.24 -4.17 -2.81
30 H 1.27 -3.84 -2.95
31 H -0.33 -3.99 -3.73
32 H 0.21 -5.24 -2.58
33 H -2.26 -3.56 -2.29
34 H -1.70 -4.75 -1.09
35 H -1.29 -2.79 0.51
36 H -3.01 -3.11 0.11
37 N 0.12 -0.80 1.00
38 C -0.31 0.33 1.81
39 C -0.32 -0.13 3.28
40 N -0.34 -1.58 3.38
41 C -1.53 -2.27 3.22
42 C -1.56 -3.65 3.44
43 C -2.73 -4.37 3.32
44 C -3.90 -3.71 3.00
45 C -3.92 -2.34 2.82
46 C -2.74 -1.63 2.93
47 H -2.78 -0.56 2.76
48 H -4.85 -1.84 2.58
49 F -5.05 -4.42 2.87
50 H -2.75 -5.44 3.49
51 H -0.66 -4.17 3.73
52 C 0.89 -2.14 2.85
53 C 1.32 -1.38 1.57
54 H 1.76 -2.08 0.85
55 H 2.08 -0.62 1.80
56 H 1.68 -2.06 3.61
57 H 0.74 -3.19 2.62
58 H 0.60 0.19 3.77
59 H -1.16 0.29 3.83
60 H -1.31 0.63 1.48
61 H 0.36 1.20 1.70
62 H 0.51 -1.50 -0.89
63 H 4.17 0.91 -1.83
64 H 0.22 4.51 -1.09
65 H 0.92 6.85 -1.13
66 H 2.59 7.28 -1.52

=====

No. 2
The following is a quantum chemistry calculation of C26H30IN6O6S2Zr as an isolated structure, from OMol25.

## Properties
- Energy relative to the best compared isomer or geometry (same formula, charge and spin): 0.0 kJ/mol
- Lowest unoccupied orbital energy: -3.4 eV
- Highest occupied orbital energy: -11.115 eV
- Total charge: +1
- Total energy: -2930.02220 Eh

Cartesian coordinates (Å):
1 Zr -0.24 -0.39 -0.44
2 O -3.08 -2.78 -0.92
3 S -1.78 -2.73 -0.31
4 O -1.34 -3.87 0.44
5 O -1.68 -1.47 0.61
6 O -0.72 -2.28 -1.32
7 N 0.88 -2.74 2.04
8 C 1.92 -2.24 1.35
9 N 3.14 -2.43 1.84
10 C 4.14 -2.04 1.06
11 N 5.38 -2.12 1.53
12 N 4.00 -1.61 -0.22
13 C 2.76 -1.39 -0.58
14 N 1.67 -1.57 0.19
15 C 2.51 -0.92 -1.97
16 C 3.51 -0.92 -2.92
17 C 3.18 -0.53 -4.21
18 C 1.88 -0.14 -4.49
19 C 0.95 -0.15 -3.47
20 N 1.25 -0.55 -2.23
21 H 1.14 -3.30 2.84
22 H 0.03 -3.02 1.55
23 H 5.54 -2.49 2.45
24 H 6.15 -1.89 0.93
25 H 4.50 -1.23 -2.64
26 H 3.94 -0.52 -4.98
27 H 1.59 0.19 -5.47
28 H -0.06 0.19 -3.63
29 C 1.55 1.08 7.96
30 C 1.03 0.80 6.58
31 C 1.76 1.19 5.45
32 C 1.32 0.93 4.17
33 C 2.16 1.38 3.01
34 C 0.09 0.23 4.01
35 C -0.44 -0.10 2.73
36 O 0.09 0.19 1.64
37 C -0.66 -0.18 5.15
38 C -1.96 -0.92 5.03
39 C -0.17 0.11 6.40
40 H 2.24 1.92 7.96
41 H 2.09 0.21 8.34
42 H 0.74 1.29 8.65
43 H 2.69 1.73 5.59
44 H 3.03 1.92 3.38
45 H 1.61 2.03 2.34
46 H 2.50 0.54 2.42
47 H -1.39 -0.65 2.69
48 H -1.85 -1.87 4.50
49 H -2.72 -0.33 4.50
50 H -2.35 -1.14 6.02
51 H -0.73 -0.19 7.28
52 I 0.51 2.35 -0.73
53 C -2.85 3.69 -7.19
54 C -2.81 2.67 -6.09
55 C -3.13 1.34 -6.33
56 C -3.11 0.40 -5.31
57 C -2.79 0.82 -4.02
58 C -2.46 2.14 -3.75
59 C -2.47 3.05 -4.79
60 S -2.79 -0.40 -2.74
61 C -4.38 -0.11 -1.99
62 O -1.82 0.21 -1.71
63 H -2.86 3.21 -8.17
64 H -1.99 4.35 -7.14
65 H -3.74 4.31 -7.11
66 H -3.39 1.02 -7.33
67 H -3.34 -0.64 -5.51
68 H -2.17 2.44 -2.75
69 H -2.20 4.09 -4.59
70 H -4.43 0.94 -1.69
71 H -4.44 -0.79 -1.15
72 H -5.14 -0.34 -2.73

=====

No. 3
The following is a quantum chemistry calculation of C26H30MnN5SSi as an isolated structure, from OMol25.

## Properties
- Energy relative to the best compared isomer or geometry (same formula, charge and spin): 68.6 kJ/mol
- Lowest unoccupied orbital energy (alpha / beta): -9.9 / -11.8 eV
- Highest occupied orbital energy (alpha / beta): -17.984 / -18.212 eV
- Total charge: +3
- Total energy: -3120.13881 Eh
- Multiplicity: 2

Cartesian coordinates (Å):
1 Mn 1.28 -0.67 0.06
2 C -0.44 -1.73 -1.90
3 N -0.19 -1.98 -0.44
4 C 0.33 -3.38 -0.28
5 C 1.49 -3.43 0.66
6 C 1.95 -4.61 1.23
7 C 3.09 -4.57 2.01
8 C 3.73 -3.36 2.23
9 C 3.21 -2.22 1.66
10 N 2.11 -2.26 0.88
11 C -1.46 -1.76 0.34
12 C -1.37 -0.51 1.17
13 C -2.18 -0.06 2.12
14 C -1.84 1.20 2.84
15 C -0.39 2.84 2.60
16 C 0.11 2.92 1.17
17 N -0.16 0.26 0.93
18 C 0.89 -1.68 -2.58
19 C 1.13 -2.04 -3.89
20 C 2.42 -1.91 -4.39
21 C 3.43 -1.45 -3.57
22 C 3.12 -1.11 -2.26
23 N 1.88 -1.23 -1.78
24 H -1.08 -2.52 -2.31
25 H -0.97 -0.78 -2.00
26 H -0.47 -4.05 0.03
27 H 0.66 -3.74 -1.26
28 H 1.42 -5.54 1.05
29 H 3.47 -5.48 2.46
30 H 4.63 -3.29 2.83
31 H 3.66 -1.25 1.81
32 H -2.29 -1.71 -0.36
33 H -1.64 -2.62 0.98
34 H -3.08 -0.60 2.36
35 H -2.51 1.32 3.69
36 H -0.17 3.73 3.19
37 H 0.90 3.56 0.80
38 H 0.32 -2.41 -4.51
39 H 2.63 -2.18 -5.42
40 H 4.45 -1.34 -3.92
41 H 3.88 -0.74 -1.58
42 C -1.34 4.91 -1.44
43 Si -2.27 3.40 -0.91
44 C -2.35 2.08 -2.23
45 C -3.95 3.73 -0.20
46 C -1.27 2.62 0.57
47 C -1.79 2.53 2.04
48 C -0.37 1.47 3.37
49 C 0.78 0.61 3.00
50 N 0.88 0.06 1.85
51 C -0.18 1.60 0.36
52 S 0.92 1.49 -0.97
53 H -1.94 5.46 -2.17
54 H -0.38 4.68 -1.90
55 H -1.17 5.58 -0.59
56 H -2.82 2.50 -3.12
57 H -2.97 1.24 -1.90
58 H -1.38 1.70 -2.55
59 H -4.65 3.99 -1.01
60 H -3.96 4.57 0.49
61 H -4.38 2.86 0.31
62 H -2.62 3.22 2.21
63 H -0.36 1.62 4.45
64 H 1.61 0.46 3.68

=====

No. 4
The following is a quantum chemistry calculation of C26H30N11OPPtS as an isolated structure, from OMol25.

## Properties
- Energy relative to the best compared isomer or geometry (same formula, charge and spin): 4.3 kJ/mol
- Lowest unoccupied orbital energy: -7.4 eV
- Highest occupied orbital energy: -13.845 eV
- Total charge: +2
- Total energy: -2544.61005 Eh

Cartesian coordinates (Å):
1 Pt 0.24 -0.31 0.13
2 C 0.41 2.79 0.31
3 C 0.29 2.98 1.82
4 N 0.37 1.71 2.53
5 C -0.41 1.47 3.69
6 C -2.37 -0.16 2.96
7 S -1.89 -0.90 0.18
8 C -2.70 0.66 -0.22
9 C -1.85 1.87 0.12
10 N -0.42 1.67 -0.24
11 H 0.11 3.72 -0.19
12 H 1.44 2.58 0.04
13 H 1.07 3.68 2.11
14 H -0.65 3.46 2.08
15 H 1.30 1.33 2.59
16 H 0.14 1.40 4.62
17 H -1.21 2.20 3.80
18 H -3.01 -0.60 3.72
19 H -2.81 0.75 2.58
20 H -2.84 0.55 -1.30
21 H -3.69 0.70 0.23
22 H -2.24 2.75 -0.39
23 H -1.89 2.07 1.18
24 H -0.33 1.75 -1.26
25 N -1.11 -3.17 1.45
26 C -1.35 -2.16 2.33
27 N -0.59 -2.07 3.42
28 N -0.29 -0.85 3.82
29 N -1.06 0.11 3.57
30 N -2.16 -1.16 1.92
31 C 0.19 -3.29 0.93
32 N 0.89 -4.37 0.78
33 N 2.01 -3.96 0.14
34 N 1.98 -2.69 -0.06
35 N 0.81 -2.22 0.41
36 H -1.86 -3.77 1.12
37 O 2.20 0.28 0.20
38 P 3.12 0.48 -1.04
39 C 2.04 0.85 -2.43
40 C 1.28 -0.19 -2.96
41 C 0.28 0.09 -3.88
42 C 0.03 1.40 -4.27
43 C 0.80 2.44 -3.75
44 C 1.81 2.17 -2.83
45 C 4.17 -0.89 -1.43
46 C 4.81 -1.54 -0.38
47 C 5.69 -2.57 -0.65
48 C 5.95 -2.93 -1.97
49 C 5.32 -2.28 -3.01
50 C 4.43 -1.25 -2.75
51 C 4.15 1.90 -0.69
52 C 5.05 2.33 -1.67
53 C 5.88 3.41 -1.41
54 C 5.82 4.05 -0.18
55 C 4.95 3.61 0.80
56 C 4.11 2.54 0.55
57 H 1.47 -1.21 -2.66
58 H -0.30 -0.72 -4.31
59 H -0.74 1.61 -5.00
60 H 0.63 3.46 -4.08
61 H 2.42 2.97 -2.44
62 H 4.60 -1.27 0.65
63 H 6.18 -3.09 0.16
64 H 6.64 -3.74 -2.18
65 H 5.53 -2.56 -4.04
66 H 3.95 -0.74 -3.57
67 H 5.12 1.81 -2.62
68 H 6.58 3.75 -2.17
69 H 6.48 4.89 0.02
70 H 4.93 4.10 1.77
71 H 3.44 2.17 1.32